1.
{
  "formula": "C3H11N2S",
  "method": "ωB97M-V/def2-TZVPD",
  "species": ["C", "C", "S", "H", "H", "H", "H", "H", "H", "N", "C", "N", "H", "H", "H", "H", "H"],
  "xyz": [[-3.026, -1.489, 1.541], [-2.644, -0.277, 0.685], [-0.848, 0.200, 0.730], [-3.222, -1.122, 2.519], [-2.193, -2.196, 1.509], [-3.919, -2.044, 1.258], [-2.654, -0.469, -0.387], [-3.138, 0.683, 0.900], [-0.520, -0.194, 2.004], [1.609, 1.253, -1.425], [2.725, 0.439, -1.524], [3.976, 0.739, -1.071], [1.591, 2.167, -1.009], [0.806, 0.971, -1.948], [2.571, -0.429, -2.173], [4.769, 0.138, -0.983], [4.117, 1.631, -0.623]],
  "mulliken_spin": [0.00, 0.00, 0.00, 0.00, 0.00, 0.00, 0.00, 0.00, 0.00, 0.14, 0.73, 0.13, -0.01, -0.01, 0.02, -0.01, 0.00],
  "energy_ev": -17102.2882,
  "s_squared": 0.753,
  "multiplicity": 2,
  "homo_lumo_gap_ev": [5.3, 9.9]
}

=====

2.
{
  "formula": "C3H11N2S",
  "method": "ωB97M-V/def2-TZVPD",
  "species": ["C", "S", "C", "H", "H", "H", "H", "H", "H", "N", "C", "N", "H", "H", "H", "H", "H"],
  "xyz": [[-0.633, 0.163, -2.179], [-1.082, 0.303, -0.375], [-1.822, 2.027, -0.540], [0.272, 0.722, -2.406], [-0.511, -0.895, -2.388], [-1.480, 0.517, -2.751], [-2.797, 1.960, -0.060], [-1.999, 2.278, -1.575], [-1.124, 2.725, -0.091], [0.657, -1.881, 2.189], [1.765, -1.371, 1.720], [1.823, -0.420, 0.819], [-0.230, -1.401, 2.179], [0.716, -2.776, 2.668], [2.676, -1.947, 1.911], [2.561, 0.268, 0.866], [1.208, -0.270, 0.012]],
  "lowdin_charge": [-0.38, 0.70, -0.34, 0.04, 0.03, 0.03, 0.03, 0.03, 0.03, 0.22, -0.17, 0.15, 0.13, 0.15, 0.17, 0.14, 0.05],
  "total_charge": 1,
  "energy_ev": -17097.9597,
  "homo_lumo_gap_ev": 8.0
}

=====

3.
{
  "formula": "C3H11N2S",
  "method": "ωB97M-V/def2-TZVPD",
  "species": ["C", "C", "C", "N", "N", "S", "H", "H", "H", "H", "H", "H", "H", "H", "H", "H", "H"],
  "xyz": [[2.593, -0.156, -0.302], [-3.248, -0.428, 0.018], [1.207, 0.441, -0.225], [0.203, -0.334, 0.321], [1.372, 1.654, 0.507], [-0.007, -1.837, 0.121], [2.643, -0.837, -1.242], [3.452, 0.641, -0.516], [2.805, -0.698, 0.695], [-2.846, -0.550, -1.008], [-3.590, -1.357, 0.571], [-3.991, 0.307, 0.186], [0.628, 0.751, -1.236], [-2.291, 0.064, 0.428], [1.673, 2.471, -0.085], [0.605, 2.009, 1.079], [-1.208, -2.142, 0.689]],
  "mulliken_spin": [0.08, 0.01, 0.00, 0.54, 0.80, 0.50, 0.00, 0.01, -0.01, 0.00, 0.00, 0.00, 0.10, -0.01, -0.02, -0.01, 0.01],
  "total_charge": 1,
  "energy_ev": -17092.7213,
  "s_squared": 2.011,
  "multiplicity": 3,
  "homo_lumo_gap_ev": [9.3, 5.5]
}

=====

4.
{
  "formula": "C3H11N2S2",
  "method": "ωB97M-V/def2-TZVPD",
  "species": ["C", "C", "C", "N", "N", "S", "S", "H", "H", "H", "H", "H", "H", "H", "H", "H", "H", "H"],
  "xyz": [[-0.882, 1.714, 1.996], [-1.456, 1.236, 0.556], [-0.380, 0.304, 0.072], [0.620, 0.925, -0.594], [-0.376, -0.923, 0.493], [2.558, -3.002, -1.935], [0.981, -1.724, -2.114], [-0.248, 2.566, 2.077], [-1.817, 1.960, 2.518], [-0.480, 0.902, 2.521], [-1.765, 2.104, -0.087], [-2.449, 0.672, 0.725], [0.375, 1.876, -0.933], [1.476, 0.428, -0.970], [-1.044, -1.425, 1.007], [0.675, -2.073, -3.297], [0.454, -1.542, 0.313], [1.718, -4.061, -1.939]],
  "lowdin_charge": [-0.04, -0.12, -0.43, 0.16, 0.19, 0.31, 0.33, 0.07, 0.08, 0.05, 0.13, 0.15, 0.15, 0.09, 0.13, -0.21, 0.11, -0.17],
  "total_charge": 1,
  "energy_ev": -27933.4932,
  "homo_lumo_gap_ev": 9.7
}

=====

5.
{
  "formula": "C3H11N2S2",
  "method": "ωB97M-V/def2-TZVPD",
  "species": ["N", "C", "C", "N", "C", "S", "S", "H", "H", "H", "H", "H", "H", "H", "H", "H", "H", "H"],
  "xyz": [[2.495, 2.459, 0.353], [2.049, 1.140, 0.741], [0.710, 0.757, 0.075], [-0.083, 2.035, -0.093], [-0.065, -0.207, 0.947], [-1.575, -0.862, 0.212], [-1.018, -2.364, -1.023], [3.196, 2.450, -0.380], [2.986, 2.946, 1.095], [2.774, 0.340, 0.577], [1.898, 1.090, 1.816], [0.873, 0.354, -0.928], [0.484, 2.838, 0.212], [-0.960, 2.041, 0.433], [-0.356, 2.155, -1.069], [0.613, -1.002, 1.234], [-0.371, 0.244, 1.884], [-0.838, -1.697, -2.178]],
  "lowdin_charge": [0.01, -0.22, -0.35, 0.21, -0.55, 0.45, 0.37, 0.10, 0.10, 0.14, 0.13, 0.15, 0.14, 0.16, 0.17, 0.09, 0.09, -0.18],
  "smiles": "NC[C@H]([NH3+])CSS",
  "total_charge": 1,
  "energy_ev": -27933.9209,
  "homo_lumo_gap_ev": 9.8
}

=====

6.
{
  "formula": "C3H11N3",
  "method": "ωB97M-V/def2-TZVPD",
  "species": ["C", "C", "N", "H", "H", "H", "H", "H", "H", "H", "N", "C", "N", "H", "H", "H", "H"],
  "xyz": [[-1.972, -2.015, 0.409], [-1.245, -0.887, 0.950], [0.095, -1.220, 1.669], [-3.095, -1.962, 0.364], [-1.656, -2.138, -0.606], [-1.712, -2.777, 1.053], [-1.054, -0.079, 0.067], [-1.935, -0.259, 1.512], [0.759, -1.636, 0.982], [0.428, -0.268, 1.851], [0.581, 1.952, -1.375], [1.889, 1.813, -1.242], [2.603, 2.566, -0.404], [0.133, 1.392, -2.139], [0.201, 2.213, -0.573], [2.435, 1.262, -2.089], [3.547, 2.044, -0.430]],
  "mulliken_spin": [0.17, 1.30, -0.12, -0.38, 0.03, -0.08, -0.04, -0.28, -0.01, -0.07, 0.30, 1.15, -0.22, -0.03, -0.28, -0.22, -0.23],
  "total_charge": -1,
  "energy_ev": -7756.0212,
  "s_squared": 0.750,
  "multiplicity": 2,
  "homo_lumo_gap_ev": [1.7, 9.5]
}

=====

7.
{
  "formula": "C3H11N3",
  "method": "ωB97M-V/def2-TZVPD",
  "species": ["C", "N", "N", "H", "H", "H", "H", "H", "H", "C", "C", "N", "H", "H", "H", "H", "H"],
  "xyz": [[-0.306, 1.278, 1.603], [0.505, 0.266, 0.942], [1.705, 0.180, 1.544], [0.063, 0.420, -0.686], [2.256, -0.613, 1.249], [1.821, 0.475, 2.510], [0.231, 2.232, 1.685], [-0.588, 0.951, 2.612], [-1.215, 1.429, 1.024], [-0.006, -1.009, -2.333], [-0.730, -0.342, -1.167], [-0.949, -1.170, -0.081], [-1.757, -0.846, 0.452], [-1.568, 0.295, -1.488], [0.834, -1.598, -1.960], [0.378, -0.265, -3.034], [-0.676, -1.683, -2.871]],
  "lowdin_charge": [-0.14, -0.21, 0.02, 0.11, 0.10, 0.09, 0.08, 0.08, 0.07, -0.12, -0.46, 0.05, 0.03, 0.10, 0.06, 0.06, 0.06],
  "energy_ev": -7755.0163,
  "homo_lumo_gap_ev": [8.5, 9.2]
}

=====

8.
{
  "formula": "C3H11N3",
  "method": "ωB97M-V/def2-TZVPD",
  "species": ["C", "N", "H", "H", "H", "H", "H", "C", "N", "C", "N", "H", "H", "H", "H", "H", "H"],
  "xyz": [[-1.818, 0.749, -0.116], [-0.947, 0.425, 1.016], [-1.475, 0.327, 1.884], [-0.022, 1.095, 1.080], [-2.308, 1.711, 0.047], [-2.562, -0.032, -0.285], [-1.216, 0.845, -1.020], [0.426, -1.594, -0.446], [1.624, 1.010, -0.711], [0.650, -0.614, 0.679], [1.489, 0.476, 0.602], [1.998, 0.464, -1.486], [2.286, 1.783, -0.737], [0.724, -1.108, 1.656], [0.281, -1.077, -1.393], [1.309, -2.230, -0.534], [-0.438, -2.230, -0.236]],
  "lowdin_charge": [-0.14, -0.06, 0.10, 0.13, 0.07, 0.08, 0.06, -0.09, -0.08, -0.33, -0.17, 0.05, 0.06, 0.11, 0.06, 0.08, 0.07],
  "energy_ev": -7756.2284,
  "homo_lumo_gap_ev": 7.8
}

=====

9.
{
  "formula": "C3H11N3",
  "method": "ωB97M-V/def2-TZVPD",
  "species": ["C", "C", "C", "N", "N", "N", "H", "H", "H", "H", "H", "H", "H", "H", "H", "H", "H"],
  "xyz": [[1.600, 0.864, 0.234], [0.810, -1.315, 0.069], [-1.956, -0.213, 0.116], [1.866, -0.479, -0.161], [0.056, 0.997, -0.167], [-0.579, -0.179, -0.490], [1.514, 0.999, 1.296], [2.267, 1.445, -0.323], [0.707, -2.187, -0.524], [0.476, -1.400, 1.019], [-1.782, -0.178, 1.145], [-2.241, 0.737, -0.182], [-2.492, -1.085, -0.191], [2.485, -0.535, -0.871], [-0.242, 1.302, 0.772], [-0.199, 1.801, -0.788], [-0.739, -0.549, -1.489]],
  "lowdin_charge": [0.04, 0.12, 0.09, 0.06, 0.10, -0.08, 0.16, 0.15, 0.15, 0.11, 0.10, 0.09, 0.13, 0.13, 0.19, 0.24, 0.24],
  "total_charge": 2,
  "energy_ev": -7738.2612,
  "homo_lumo_gap_ev": 12.5
}

=====

10.
{
  "formula": "C3H11N3",
  "method": "ωB97M-V/def2-TZVPD",
  "species": ["C", "N", "N", "C", "C", "N", "H", "H", "H", "H", "H", "H", "H", "H", "H", "H", "H"],
  "xyz": [[1.871, 0.510, 0.178], [0.867, -0.169, -0.682], [-0.440, -0.385, -0.058], [-1.138, 1.201, 0.479], [-1.236, -1.491, -0.602], [-0.534, -1.489, 0.646], [2.404, 1.157, -0.475], [1.431, 0.896, 1.016], [2.692, -0.213, 0.512], [1.385, -0.995, -0.901], [0.807, 0.500, -1.501], [-1.299, 1.125, 1.583], [-0.661, 2.070, -0.109], [-2.186, 1.190, 0.060], [-0.771, -1.957, -1.420], [-2.299, -1.131, -0.648], [-0.969, -1.454, 1.569]],
  "lowdin_charge": [0.05, 0.10, -0.20, 0.21, 0.08, 0.14, 0.12, 0.07, 0.16, 0.19, 0.23, 0.12, 0.14, 0.11, 0.13, 0.17, 0.19],
  "smiles": "C[NH2+][N@@+]1(C)CN1",
  "total_charge": 2,
  "energy_ev": -7735.9682,
  "homo_lumo_gap_ev": 12.4
}

=====

11.
{
  "formula": "C3H11N3O",
  "method": "ωB97M-V/def2-TZVPD",
  "species": ["C", "C", "C", "N", "N", "N", "O", "H", "H", "H", "H", "H", "H", "H", "H", "H", "H", "H"],
  "xyz": [[-0.749, -0.811, -0.176], [1.014, 0.096, -0.134], [0.508, 0.917, 0.909], [-1.527, -0.046, -1.107], [-0.361, -2.101, -0.679], [1.799, 2.063, 0.412], [-1.517, -1.043, 0.994], [-1.020, -1.652, 1.554], [-1.832, 0.823, -0.685], [-2.357, -0.566, -1.392], [0.163, -2.014, -1.540], [-1.181, -2.683, -0.853], [1.486, 2.785, -0.233], [2.426, 2.409, 1.135], [1.099, 0.408, -1.166], [1.690, -0.698, 0.157], [0.774, 0.629, 1.920], [-0.416, 1.484, 0.882]],
  "lowdin_charge": [-0.62, -0.11, -0.15, 0.07, 0.05, -0.03, -0.02, 0.10, 0.07, 0.08, 0.08, 0.07, 0.02, 0.01, 0.09, 0.09, 0.10, 0.09],
  "energy_ev": -9803.7889,
  "homo_lumo_gap_ev": 8.7
}

=====

12.
{
  "formula": "C3H11N3O",
  "method": "ωB97M-V/def2-TZVPD",
  "species": ["N", "C", "C", "N", "N", "C", "O", "H", "H", "H", "H", "H", "H", "H", "H", "H", "H", "H"],
  "xyz": [[1.005, -1.792, -1.487], [0.353, -1.236, -0.032], [0.152, 0.233, -0.180], [-0.811, 0.631, -1.126], [1.300, 0.996, -0.403], [-0.596, 0.265, 1.513], [-1.787, 1.048, 1.347], [0.478, -1.335, -2.236], [1.950, -1.411, -1.579], [-0.566, -1.812, 0.029], [1.123, -1.527, 0.677], [-1.048, 1.612, -0.993], [-1.683, 0.130, -0.963], [1.727, 1.491, 0.370], [1.366, 1.359, -1.345], [-0.889, -0.638, 2.058], [0.126, 0.803, 2.136], [-2.198, 1.183, 2.215]],
  "lowdin_charge": [-0.02, -0.15, -0.60, 0.08, 0.09, -0.15, -0.12, 0.02, 0.02, 0.10, 0.11, 0.09, 0.09, 0.09, 0.09, 0.10, 0.09, 0.09],
  "smiles": "NCC(N)(N)CO",
  "energy_ev": -9805.0377,
  "homo_lumo_gap_ev": 9.0
}

=====

> Which formula does entry 2 have?

C3H11N2S